29
Properties=species:S:1:pos:R:3:forces:R:3:nbo_charge:R:1 method="wB97M-V/def2-TZVPD" smiles="C[Si](C)(C)[C@@]1(Cl)CCCCC1=O" orbital_gap_ev=10.3 total_energy_ha=-1178.099973 max_force_ha_per_bohr=0.0453 relative_energy_kcal_mol=0.0 homo_ha=-0.3494
C -1.389 -2.295 -0.500 0.601 0.317 0.271 -1.1075
Si 0.303 -1.663 0.104 0.238 -0.200 -0.104 1.6559
C 0.743 -2.259 1.855 -0.264 0.191 -0.597 -1.1060
C 1.642 -2.238 -1.127 -0.490 0.217 0.429 -1.1095
C 0.389 0.272 0.078 -0.997 0.089 -2.101 -0.5255
Cl 2.096 0.773 0.203 0.419 -0.002 0.114 -0.0526
C -0.235 0.966 -1.298 0.979 -0.848 1.781 -0.3852
C -0.148 2.477 -1.197 -0.183 0.077 -0.083 -0.4194
C -0.890 2.995 0.031 0.205 0.096 -0.060 -0.3817
C -0.342 2.366 1.321 -0.271 0.167 0.198 -0.5178
C -0.432 0.873 1.175 0.274 0.403 0.302 0.5857
O -1.197 0.180 1.799 -0.364 -0.145 0.201 -0.5425
H -1.370 -3.378 -0.568 0.069 -0.226 -0.010 0.2387
H -2.191 -2.021 0.174 -0.117 0.122 0.190 0.2489
H -1.632 -1.913 -1.488 0.024 0.082 -0.181 0.2330
H 1.100 -3.283 1.833 0.113 -0.240 -0.067 0.2343
H 1.524 -1.645 2.296 0.148 0.119 -0.022 0.2424
H -0.118 -2.219 2.511 -0.189 0.060 0.068 0.2498
H 1.616 -1.665 -2.049 -0.046 0.109 -0.145 0.2321
H 2.637 -2.138 -0.706 0.152 0.063 0.114 0.2426
H 1.496 -3.281 -1.385 -0.074 -0.263 -0.040 0.2341
H -1.268 0.631 -1.358 -0.124 -0.046 -0.088 0.2118
H 0.330 0.580 -2.142 -0.010 -0.090 -0.097 0.2223
H -0.584 2.922 -2.095 0.077 0.003 -0.019 0.2178
H 0.900 2.780 -1.150 -0.048 0.022 -0.067 0.2139
H -1.952 2.753 -0.056 -0.056 0.048 0.005 0.2010
H -0.795 4.081 0.092 -0.092 -0.028 0.009 0.2167
H -0.931 2.687 2.182 0.068 -0.102 -0.009 0.2324
H 0.698 2.663 1.464 -0.042 0.005 0.007 0.2343


20
Properties=species:S:1:pos:R:3:forces:R:3:nbo_charge:R:1 method="wB97M-V/def2-TZVPD" charge=+1 orbital_gap_ev=4.5 total_energy_ha=-344.279078 max_force_ha_per_bohr=0.0778 relative_energy_kcal_mol=306.1 homo_ha=-0.5022
N 0.703 -2.525 0.371 -1.332 2.789 1.620 -0.5696
C 0.825 -1.110 -0.022 1.312 -2.230 -0.949 -0.0124
C 1.777 -0.367 0.877 -2.538 1.721 2.568 -0.6319
O -0.234 -1.354 2.493 0.108 0.240 -1.748 -0.7706
C -0.609 -0.389 -0.122 2.004 -0.811 -1.383 -0.3603
N -0.478 0.934 -0.769 -2.829 -1.285 1.539 -0.2051
C -1.830 0.933 -0.851 2.297 2.535 -0.519 0.1960
H 0.340 -2.376 1.385 -0.090 -1.182 -0.406 0.4337
H 2.769 -0.293 0.593 1.931 -0.517 -0.733 0.2428
H 1.487 -3.152 0.167 -0.376 0.384 -0.179 0.4187
H 1.191 -1.224 -1.039 0.233 0.880 -0.363 0.2300
H 1.407 0.673 0.872 0.411 -0.144 0.155 0.2301
H 1.589 -0.721 1.945 0.730 0.478 -1.548 0.2706
H -0.685 -1.647 3.275 -0.522 -0.423 0.955 0.4698
H -1.085 -0.422 0.851 0.088 -0.132 1.723 0.2988
H -1.051 -1.130 -0.759 -1.641 -0.690 -0.455 0.2631
H -0.810 6.265 -3.895 0.206 -0.508 0.368 0.0199
H -2.412 1.569 -0.123 0.411 -0.676 -0.452 0.2486
H -0.564 5.684 -3.471 -0.205 0.506 -0.367 -0.0198
H -2.331 0.653 -1.778 -0.199 -0.936 0.176 0.2476


18
Properties=species:S:1:pos:R:3:forces:R:3:nbo_charge:R:1 method="wB97M-V/def2-TZVPD" smiles="C[C@]1([NH+]=C(N)N)NC1=O" charge=+1 orbital_gap_ev=11.2 total_energy_ha=-451.759199 max_force_ha_per_bohr=0.1173 relative_energy_kcal_mol=60.6 homo_ha=-0.5317
C -0.112 0.617 2.030 2.690 1.019 1.861 -0.6941
C -0.991 0.776 0.885 2.474 0.753 -2.920 0.2753
N 0.102 0.537 -0.567 -2.249 0.525 5.572 -0.6180
C 0.232 -0.611 -1.067 0.947 -3.267 -2.804 0.6598
N 0.974 -0.843 -2.189 -0.098 -0.143 -0.790 -0.7967
N -0.338 -1.711 -0.561 -0.670 2.479 1.219 -0.7470
N -1.999 1.744 0.567 0.717 2.043 -0.495 -0.5889
C -2.272 0.428 0.371 -2.838 0.309 -0.568 0.6394
O -3.116 -0.305 -0.032 0.620 -0.211 0.200 -0.4817
H 0.123 -0.458 2.216 -0.472 0.781 0.032 0.2556
H -0.647 1.102 2.921 1.070 -0.849 -1.036 0.2776
H 1.017 1.098 1.856 -3.296 -0.866 0.468 0.2756
H 0.052 1.333 -1.076 0.429 2.723 -2.223 0.4039
H 0.617 -1.523 -2.851 0.050 -0.170 0.409 0.4153
H 1.543 -0.164 -2.678 -0.269 0.349 0.669 0.4222
H -0.016 -2.592 -0.793 0.738 -1.871 -0.449 0.4215
H -0.867 -1.583 0.287 -0.221 -0.505 -0.203 0.4131
H -2.111 2.793 0.202 0.379 -3.101 1.059 0.4669


203
Properties=species:S:1:pos:R:3:forces:R:3:lowdin_charge:R:1 method="wB97M-V/def2-TZVPD" charge=+6 orbital_gap_ev=3.5 total_energy_ha=-8060.591764 max_force_ha_per_bohr=0.0844 homo_ha=-0.5053
C -6.093 4.292 3.447 1.237 0.758 -0.609 -0.1121
C -7.525 4.390 3.827 -0.964 0.075 0.865 -0.2427
C -8.237 5.402 2.911 -0.584 -0.676 -0.846 -0.1172
N -9.722 5.657 3.179 0.160 1.878 -0.373 -0.2571
C -10.527 4.439 2.800 1.140 0.116 0.674 0.0578
C -9.907 6.047 4.604 -0.647 0.296 0.910 -0.0993
C -11.111 7.040 4.653 -1.275 -0.997 1.508 -0.1305
C -11.537 7.370 3.253 1.028 0.046 -1.081 -0.1547
C -10.290 6.960 2.506 0.418 -0.740 -1.264 -0.0917
H -5.942 4.239 2.369 -0.086 -0.570 -0.149 0.0740
H -5.545 3.501 3.959 -0.231 -0.045 -0.143 0.0931
H -5.617 5.241 3.692 0.228 0.076 0.304 0.0781
H -7.532 4.619 4.893 -0.342 0.468 0.008 0.1185
H -8.003 3.411 3.787 -0.070 -0.020 -0.347 0.1180
H -8.197 4.919 1.935 -0.206 0.091 -0.271 0.1306
H -7.749 6.363 2.745 0.043 0.064 0.689 0.1343
H -9.874 3.628 3.123 -0.425 -0.298 -0.196 0.0954
H -10.615 4.423 1.713 -0.436 -0.020 0.238 0.1189
H -11.432 4.384 3.404 -0.157 0.217 -0.544 0.1244
H -10.032 5.109 5.145 -0.199 0.280 0.334 0.1398
H -9.017 6.542 4.995 0.144 -0.134 -0.347 0.1369
H -11.976 6.548 5.098 0.172 -0.158 0.385 0.1223
H -10.979 7.921 5.281 0.590 -0.142 -0.113 0.1301
H -12.444 6.871 2.912 0.128 -0.031 0.093 0.1284
H -11.614 8.437 3.045 -0.419 -0.015 0.262 0.1338
H -10.432 6.801 1.437 0.147 -0.247 0.014 0.1346
H -9.566 7.765 2.636 0.383 -0.362 0.125 0.1348
C 2.743 1.180 -8.052 0.481 1.224 -0.451 0.0481
N 3.430 2.576 -8.156 -1.032 1.709 0.332 -0.3186
C 2.670 3.533 -9.140 -0.449 -1.184 0.234 0.0217
C 3.414 3.302 -6.800 0.383 -0.826 -0.790 0.0103
C 4.854 2.554 -8.737 -1.706 0.409 -0.698 -0.1193
C 5.943 1.906 -7.941 1.099 -0.165 -1.452 -0.2140
O 7.050 1.627 -8.813 -0.486 -0.964 0.731 -0.0276
H 1.664 1.334 -8.080 0.121 0.104 0.226 0.1025
H 3.059 0.685 -7.134 0.026 0.163 -0.132 0.1001
H 3.006 0.580 -8.923 0.198 0.144 0.061 0.1149
H 2.634 3.057 -10.121 0.058 -0.039 0.090 0.1162
H 3.127 4.517 -9.244 0.411 -0.318 0.360 0.1108
H 1.649 3.683 -8.788 0.072 -0.241 0.137 0.1037
H 3.801 4.308 -6.961 0.237 -0.202 0.071 0.1116
H 4.052 2.694 -6.159 -0.044 0.368 0.212 0.0963
H 2.414 3.400 -6.378 -0.059 -0.345 -0.326 0.1009
H 5.023 3.596 -9.010 0.423 -0.033 0.235 0.1371
H 4.619 2.043 -9.671 0.843 -0.300 -0.105 0.1430
H 5.565 0.926 -7.651 0.333 -0.055 0.491 0.1282
H 6.319 2.508 -7.113 -0.378 -0.051 0.240 0.1276
H 7.316 2.258 -9.486 -0.391 0.603 0.201 0.1062
C -1.979 -5.742 1.912 -1.343 0.788 2.113 0.0375
N -1.571 -6.026 3.375 2.185 1.341 0.639 -0.3434
C -0.141 -6.482 3.300 0.082 -1.655 -1.085 -0.0147
C -1.580 -4.739 4.223 -0.846 -0.468 -0.107 0.0246
C -2.410 -7.136 3.995 0.993 0.134 -0.863 -0.0630
C -1.878 -7.712 5.320 0.473 0.210 -0.463 -0.2050
O -1.827 -6.718 6.344 -0.843 -0.726 -0.327 -0.0501
H -1.270 -4.990 1.564 -0.146 -0.456 -0.408 0.1003
H -2.965 -5.300 2.053 -0.034 0.405 -0.377 0.1093
H -2.174 -6.629 1.310 0.894 -0.109 0.196 0.1168
H 0.298 -6.839 4.231 -0.311 0.642 0.062 0.1063
H 0.532 -5.853 2.716 -0.374 0.729 0.499 0.1093
H -0.191 -7.352 2.645 0.116 -0.365 0.111 0.1136
H -2.615 -4.577 4.523 0.007 0.357 -0.310 0.1148
H -1.158 -3.903 3.665 -0.195 -0.216 -0.200 0.0933
H -1.038 -4.854 5.161 0.165 -0.498 -0.342 0.0980
H -2.294 -7.802 3.140 -0.604 -1.024 0.645 0.1312
H -3.436 -6.770 4.041 0.064 -0.038 0.240 0.1510
H -0.873 -8.134 5.313 0.097 -0.037 -0.916 0.1176
H -2.481 -8.593 5.539 -0.529 0.282 0.242 0.1406
H -2.149 -7.212 7.101 -0.010 0.530 0.679 0.1066
C -0.545 7.614 -2.357 -1.046 -0.908 -0.318 0.0046
N -2.057 7.789 -2.210 0.639 0.312 3.044 -0.3150
C -2.774 7.817 -3.575 1.312 -0.790 2.462 0.0570
C -2.623 6.551 -1.383 0.514 1.125 -0.373 0.0307
C -2.217 9.148 -1.379 -1.806 0.043 0.116 -0.0397
C -1.833 9.212 0.134 -2.508 -1.188 -0.914 -0.2804
O -0.518 9.109 0.273 4.253 -0.760 0.384 -0.0241
H -0.121 8.563 -2.685 0.054 -0.362 -0.196 0.1189
H -0.459 6.771 -3.043 0.465 0.359 -0.421 0.0947
H -0.074 7.276 -1.434 -0.363 0.456 0.102 0.0945
H -2.408 6.845 -3.904 -0.505 0.243 -1.043 0.0944
H -2.387 8.670 -4.132 -0.547 -0.152 -0.122 0.1232
H -3.815 7.753 -3.258 -0.087 0.501 -0.914 0.1115
H -3.691 6.586 -1.166 -0.029 0.695 -0.412 0.1074
H -2.130 6.525 -0.411 0.242 -0.005 -0.320 0.0852
H -2.464 5.622 -1.931 0.369 0.258 -0.164 0.0988
H -3.287 9.343 -1.447 -0.077 0.129 -0.051 0.1293
H -1.711 9.959 -1.901 0.205 -0.394 -0.327 0.1386
H -2.288 8.364 0.646 -0.731 0.125 0.100 0.1130
H -2.127 10.115 0.668 -0.890 0.315 -0.788 0.1484
H -0.318 8.329 0.795 0.422 0.282 0.122 0.1088
C 0.396 -1.323 -1.541 0.916 1.482 0.762 0.0571
N 1.160 -0.360 -0.593 0.579 -0.521 0.244 -0.3365
C 2.632 -0.867 -0.592 -1.659 0.313 -0.341 0.0195
C 1.201 1.085 -1.076 -0.250 -0.621 0.437 0.0039
C 0.708 -0.479 0.900 -1.321 0.515 -0.656 -0.0575
C -0.780 -0.018 1.249 0.701 -0.626 0.411 -0.2100
O -1.773 -0.778 0.601 0.797 -0.044 -0.741 -0.0635
H -0.655 -1.033 -1.552 0.147 -0.323 0.023 0.0994
H 0.616 -2.320 -1.159 -0.396 -0.036 -0.263 0.1126
H 0.915 -1.136 -2.481 -0.436 -0.413 -0.202 0.1032
H 3.162 -0.062 -0.083 0.440 -0.748 0.282 0.1016
H 3.001 -1.015 -1.607 -0.210 0.404 -0.090 0.1091
H 2.553 -1.876 -0.188 0.644 0.294 0.592 0.1081
H 1.679 1.676 -0.295 -0.005 -0.058 -0.020 0.1006
H 0.209 1.497 -1.264 -0.052 -0.365 0.082 0.1048
H 1.803 1.148 -1.982 -0.103 -0.220 0.044 0.1024
H 1.467 0.061 1.466 -0.302 0.429 0.010 0.1221
H 0.842 -1.512 1.220 -0.215 -0.161 -0.520 0.1288
H -0.977 1.048 1.143 0.401 0.201 -0.405 0.1136
H -0.906 -0.213 2.315 0.567 0.136 0.279 0.1276
H -2.512 -0.895 1.203 -0.446 -0.081 0.077 0.1012
C -6.048 -3.377 -8.940 0.950 -0.035 -1.303 -0.1070
C -6.601 -2.486 -7.880 0.116 -0.080 0.686 -0.2588
C -6.303 -3.035 -6.483 -0.497 -0.400 -0.461 -0.1906
C -7.203 -4.269 -6.321 0.577 0.115 0.798 -0.1131
N -7.055 -4.966 -4.980 -1.065 -0.673 2.066 -0.2058
C -5.586 -5.320 -4.573 0.124 -0.853 -1.543 -0.1091
C -5.054 -4.265 -3.694 -1.487 1.670 0.364 -0.1583
C -6.341 -3.983 -2.887 0.518 1.429 1.596 -0.1519
C -7.554 -4.072 -3.793 1.387 -0.171 -0.585 -0.0760
C -7.988 -6.227 -4.864 1.508 1.070 -0.982 0.0568
H -6.318 -4.431 -8.879 -0.502 0.192 -0.187 0.0742
H -4.959 -3.411 -8.974 0.240 0.235 0.401 0.0811
H -6.295 -2.946 -9.910 -0.310 -0.472 -0.157 0.0899
H -7.681 -2.421 -8.010 -0.093 0.284 0.040 0.1179
H -6.179 -1.484 -7.947 -0.103 0.023 -0.176 0.1167
H -6.557 -2.256 -5.764 0.091 -0.185 0.288 0.1130
H -5.244 -3.284 -6.421 0.023 0.028 0.111 0.1081
H -7.029 -5.038 -7.074 0.066 0.169 0.026 0.1281
H -8.220 -3.888 -6.424 -0.214 -0.477 0.279 0.1444
H -5.569 -6.258 -4.018 -0.445 -0.144 -0.355 0.1394
H -4.931 -5.391 -5.442 -0.568 -0.479 -0.399 0.1376
H -4.164 -4.559 -3.138 -0.342 -0.159 0.146 0.1302
H -4.809 -3.373 -4.271 0.176 -0.018 -0.009 0.0988
H -6.341 -4.576 -1.973 -0.479 -0.481 -0.278 0.1252
H -6.424 -2.968 -2.497 0.601 0.145 0.205 0.1205
H -8.420 -4.469 -3.265 0.022 -0.177 -0.508 0.1357
H -7.775 -3.087 -4.204 -0.152 -0.221 -0.002 0.1205
H -7.618 -6.889 -5.647 -0.416 -0.295 0.183 0.1094
H -9.007 -5.880 -5.034 0.144 -0.197 -0.060 0.1122
H -7.854 -6.641 -3.865 -0.045 0.022 -0.203 0.1096
C 5.714 -8.345 2.373 1.734 -0.073 1.788 -0.0811
C 7.163 -8.293 2.916 0.405 -0.880 0.417 -0.2771
C 8.144 -7.531 2.054 -1.405 0.741 0.292 -0.1643
C 7.460 -6.177 1.606 0.868 -1.222 -0.474 -0.1151
N 8.272 -5.585 0.481 -0.437 3.363 0.292 -0.2149
C 9.736 -5.251 0.865 0.250 -1.701 -1.057 -0.0959
C 10.160 -4.004 0.141 -0.205 1.145 -0.176 -0.1420
C 8.869 -3.352 -0.450 0.395 -0.742 0.003 -0.1410
C 7.766 -4.099 0.281 -0.367 -0.359 -0.273 -0.1062
C 8.133 -6.331 -0.840 0.384 -0.089 -0.324 0.0472
H 5.274 -7.416 2.736 -0.601 -0.027 -0.628 0.0648
H 5.312 -9.162 2.972 -0.734 -0.060 -0.712 0.0820
H 5.741 -8.484 1.292 -0.580 -0.081 0.180 0.0889
H 7.597 -9.285 3.043 -0.238 -0.378 -0.461 0.1135
H 7.242 -7.989 3.960 -0.543 0.683 0.044 0.1109
H 8.392 -8.211 1.239 -0.054 0.522 -0.455 0.1140
H 9.049 -7.416 2.650 0.107 0.575 -0.266 0.1175
H 7.241 -5.457 2.394 1.344 0.188 0.399 0.1317
H 6.429 -6.195 1.253 0.117 -1.150 -0.688 0.1190
H 10.349 -6.036 0.423 -0.142 -0.473 0.732 0.1383
H 9.892 -5.171 1.941 -0.573 -0.338 -0.109 0.1412
H 10.943 -4.222 -0.585 -0.297 0.121 -0.180 0.1253
H 10.619 -3.338 0.873 -0.027 0.135 -0.110 0.1182
H 8.772 -3.502 -1.525 0.212 0.154 0.028 0.1119
H 8.856 -2.287 -0.216 -0.193 -0.080 -0.189 0.1120
H 6.775 -4.124 -0.173 0.173 -0.206 -0.407 0.1309
H 7.605 -3.587 1.230 0.291 -0.723 0.496 0.1237
H 7.143 -6.316 -1.297 -0.445 0.238 0.862 0.1156
H 8.429 -7.377 -0.758 0.103 0.226 0.388 0.1072
H 8.745 -5.877 -1.619 0.420 0.190 0.443 0.1085
C 3.763 1.447 8.350 0.099 1.854 -0.139 -0.0810
C 3.459 2.867 7.694 1.364 -1.239 -0.037 -0.1947
C 4.757 3.417 7.001 0.153 -0.607 -1.849 -0.1520
C 5.398 2.437 5.964 0.179 -0.130 0.052 -0.1278
N 6.504 2.974 5.061 2.390 -1.410 -0.766 -0.2515
C 7.103 1.752 4.233 0.658 0.240 -0.017 -0.0727
C 8.565 2.083 3.888 -1.835 -0.746 -1.793 -0.1819
C 8.917 3.110 4.836 1.784 2.711 2.400 -0.1712
C 7.743 3.377 5.810 1.062 0.187 0.322 -0.0876
C 6.092 4.036 4.073 -1.172 -0.562 1.057 0.0377
H 3.990 0.769 7.527 -0.202 -0.330 0.273 0.0563
H 2.952 1.101 8.990 -0.069 -0.086 -0.373 0.0785
H 4.638 1.531 8.995 0.108 -0.095 -0.012 0.0771
H 3.119 3.633 8.391 -0.039 -0.273 0.094 0.1099
H 2.673 2.659 6.967 -0.013 0.483 -0.198 0.0954
H 5.559 3.671 7.694 -0.279 0.042 0.324 0.1194
H 4.583 4.278 6.356 -0.546 0.560 0.597 0.0970
H 4.766 2.039 5.170 -0.839 -0.194 0.651 0.1281
H 5.894 1.625 6.497 -0.175 -0.158 -0.182 0.1226
H 6.595 1.518 3.297 -0.835 0.118 0.551 0.1288
H 7.266 0.885 4.873 -1.248 0.157 0.340 0.1342
H 8.635 2.518 2.891 0.127 -0.529 -0.213 0.1205
H 9.070 1.119 3.948 0.485 0.394 -0.109 0.1326
H 9.207 4.051 4.369 -0.288 0.021 -0.335 0.1281
H 9.846 2.884 5.360 -0.229 -0.138 0.497 0.1377
H 7.675 4.399 6.185 -0.112 0.144 -0.482 0.1430
H 7.901 2.811 6.728 -0.598 -0.570 -0.182 0.1434
H 5.142 3.632 3.724 -0.116 0.477 -0.337 0.1021
H 6.749 4.206 3.220 0.366 -0.285 0.485 0.1170
H 5.924 4.940 4.659 0.028 0.084 -0.361 0.1108
Br 2.841 -6.315 -1.999 0.028 0.611 0.378 -0.9597
Br -6.549 -1.601 2.714 0.535 0.128 -0.256 -0.9648


21
Properties=species:S:1:pos:R:3:forces:R:3:nbo_charge:R:1 method="wB97M-V/def2-TZVPD" orbital_gap_ev="7.6 / 7.6" total_energy_ha=-362.392873 max_force_ha_per_bohr=0.0301 relative_energy_kcal_mol=118.9 homo_ha="-0.2766 / -0.2766"
C 0.642 0.249 0.534 -0.182 1.326 0.774 0.2515
C -0.711 0.647 0.091 0.856 -1.001 -0.027 -0.0157
C -1.118 1.087 -1.272 -0.051 -0.233 -0.142 -0.6851
C -0.009 -1.246 -0.110 -0.568 -0.053 -0.087 0.2391
N 0.992 0.216 1.847 0.090 -0.616 -0.587 -0.8364
N 1.709 0.715 -0.315 -0.218 -0.227 -0.059 -0.8690
N 0.515 -1.489 -1.355 0.003 0.149 -0.097 -0.8449
C -0.761 -2.097 0.601 0.103 0.312 -0.122 -0.4822
H 0.282 -0.250 2.409 -0.035 0.074 -0.060 0.3281
H 0.225 1.795 1.921 -0.654 0.529 -0.453 0.0939
H 2.553 0.681 0.245 -0.073 -0.022 0.032 0.3993
H 1.545 1.676 -0.595 -0.031 -0.054 0.030 0.3720
H 1.361 -0.971 -1.562 -0.028 -0.078 0.060 0.4180
H 0.475 -2.440 -1.684 0.008 0.052 0.057 0.3880
H -1.499 0.495 0.816 0.097 -0.079 -0.021 0.2226
H -0.338 2.236 1.491 0.523 -0.176 0.508 -0.1071
H -0.917 -3.113 0.263 0.095 -0.032 0.005 0.2066
H -1.216 -1.813 1.536 -0.019 0.065 0.018 0.2081
H -1.830 0.384 -1.716 -0.003 0.081 0.048 0.2344
H -1.618 2.055 -1.184 0.027 -0.044 0.044 0.2475
H -0.282 1.182 -1.960 0.058 0.028 0.076 0.2312